The following is a DFT calculation (ωB97M-V/def2-TZVPD) of the molecule C5H9N3 at a distorted geometry.

Output
* SMILES: C[C@H]1[C@H]2NC=NN[C@H]12
* ΔE to the lowest compared entry with this formula, charge and spin: 693.50 kJ/mol
* total charge: 0
* calculated total energy: -359.933126 a.u.
* LUMO energy: 0.91 eV
* Kohn-Sham gap: 9.3 eV

Last columns: bonded neighbours and bond lengths (Å).
Element x y z (Å)
1 C -2.883 0.027 -0.534  C2 1.469, H9 1.269, H10 1.178, H11 1.141
2 C -1.740 0.084 0.388  C1 1.469, C3 1.668, C8 1.600, H12 1.196
3 C -0.309 -0.724 0.676  C2 1.668, N4 1.447, C8 1.473, H13 1.140
4 N 0.741 -1.292 -0.140  C3 1.447, C5 1.395, H14 1.079
5 C 1.918 -0.565 -0.318  N4 1.395, N6 1.254, H15 1.173
6 N 2.126 0.670 -0.252  C5 1.254, N7 1.463
7 N 0.973 1.336 0.353  N6 1.463, C8 1.512, H16 1.200
8 C -0.274 0.569 -0.028  C2 1.600, C3 1.473, N7 1.512, H17 1.062
9 H -3.973 -0.381 -0.029  C1 1.269
10 H -2.905 1.154 -0.878  C1 1.178
11 H -2.692 -0.628 -1.448  C1 1.141
12 H -2.283 0.330 1.425  C2 1.196
13 H -0.014 -0.691 1.777  C3 1.140
14 H 1.085 -2.266 0.172  N4 1.079
15 H 2.859 -1.238 -0.516  C5 1.173
16 H 0.863 2.286 -0.372  N7 1.200
17 H -0.090 0.093 -0.959  C8 1.062